1.
ORCA calculation (ωB97M-V/def2-TZVPD) on 13 unconnected molecules or ions with the total composition C29H58Br24N2O2 at a distorted geometry.

Summary:
LUMO in eV: -0.3
HOMO-LUMO gap in eV: 7.9914

Structure (XYZ):
```
115
Properties=species:S:1:pos:R:3:mulliken_charge:R:1
O -0.27295 -2.13730 3.63127 -0.6673
C -0.40445 -1.90725 4.86222 0.1603
O 0.38988 -1.91513 5.81590 -0.7268
C -1.87027 -1.62812 5.23790 -0.2417
C -2.55965 -0.66052 4.30086 -0.5426
N -3.76236 -0.21490 4.97139 0.0704
C -4.49189 -1.28967 5.62356 -0.8173
C -4.12998 -2.70399 5.18583 -0.8756
N -2.62921 -2.89671 5.09317 -0.0457
H -1.92000 -1.24927 6.24870 0.3314
H -1.86991 0.13753 4.06885 0.4305
H -2.76371 -1.21308 3.37913 0.4126
H -4.35925 0.35568 4.39439 0.0656
H -4.27873 -1.23674 6.69110 0.3297
H -5.56428 -1.17519 5.52939 0.5610
H -4.56427 -3.00832 4.24357 0.3719
H -4.50992 -3.37887 5.94157 0.4000
H -2.29641 -3.63123 5.71278 0.3752
H -2.40001 -3.19676 4.14177 0.3816
Br 2.12451 -2.74887 -0.62750 -0.1927
C 2.13352 -2.03243 1.19051 -0.5354
C 0.75270 -1.96680 1.77033 -0.2651
Br -0.26915 -0.49890 0.99924 -0.1652
H 2.60573 -1.05796 1.13334 0.3598
H 2.75726 -2.70867 1.76894 0.4167
H 0.78762 -1.77713 2.83958 0.1053
H 0.18603 -2.87185 1.58347 0.2341
Br -5.97193 3.43220 3.92326 -0.1687
C -4.31894 3.57465 2.90282 -0.7189
C -4.39372 2.82262 1.60127 -0.5621
Br -4.26301 0.90485 1.89279 -0.0863
H -3.52831 3.20491 3.54740 0.3708
H -4.17430 4.63617 2.71908 0.5071
H -3.55210 3.08317 0.96323 0.3569
H -5.31974 2.99048 1.06146 0.3916
Br 0.12443 0.40624 -4.09689 -0.1401
C 2.00905 0.03601 -3.79050 -0.4692
C 2.76669 -0.12034 -5.07329 -0.0034
Br 2.39509 -1.84755 -5.88321 -0.1358
H 2.05664 -0.86064 -3.18751 0.0713
H 2.38039 0.87991 -3.21300 0.4128
H 3.83788 -0.11187 -4.88396 -0.2103
H 2.51686 0.63790 -5.80759 0.4375
Br -5.70127 1.33309 7.66659 -0.1130
C -6.09619 3.22015 7.92514 -0.5980
C -4.88905 4.07785 7.66941 -0.2477
Br -3.61153 3.98947 9.13548 -0.1666
H -6.47836 3.32650 8.93433 0.3859
H -6.88081 3.45585 7.21048 0.3490
H -5.18033 5.12440 7.59841 0.1692
H -4.35473 3.78784 6.77171 0.2271
Br 4.57439 -3.21102 -3.05178 -0.1031
C 5.90652 -3.63541 -4.40237 -0.6012
C 7.06653 -2.67918 -4.35700 -0.3428
Br 6.61742 -0.95020 -5.12519 -0.0916
H 5.39334 -3.62741 -5.35920 0.3039
H 6.24355 -4.64430 -4.17713 0.4055
H 7.89417 -3.05131 -4.95863 0.2477
H 7.40787 -2.48764 -3.34706 0.1937
Br -3.59045 2.62591 -2.49440 -0.1483
C -3.72343 0.74865 -1.99397 0.3367
C -4.98553 0.11058 -2.50507 -0.5936
Br -6.53432 0.66127 -1.46703 -0.1528
H -3.65896 0.71211 -0.91251 -0.0867
H -2.84810 0.26841 -2.42617 -0.1340
H -4.92531 -0.96851 -2.39422 0.2253
H -5.19801 0.35849 -3.53961 0.4525
Br -5.02063 8.41470 7.84107 -0.1437
C -5.02491 8.68512 9.76835 -0.5695
C -5.26838 7.39731 10.50503 -0.3093
Br -7.13559 6.85512 10.41467 -0.1283
H -5.78081 9.43396 9.97705 0.3805
H -4.04146 9.07957 10.01125 0.3435
H -5.05049 7.51168 11.56394 0.3687
H -4.68475 6.57949 10.09959 0.0711
Br 10.81714 -1.58119 -5.71431 -0.1626
C 10.15930 0.24685 -5.59399 -0.0991
C 11.26953 1.25155 -5.72635 -0.6403
Br 12.32644 1.38286 -4.09761 -0.1496
H 9.63293 0.32524 -4.65082 -0.1619
H 9.45094 0.34776 -6.41317 0.3517
H 10.86082 2.24643 -5.88672 0.3820
H 11.95762 1.00770 -6.52832 0.4395
Br -0.67776 -4.64832 -5.50918 -0.1484
C -0.44671 -4.24701 -3.62097 -0.3275
C -1.76035 -4.25262 -2.88502 -0.5625
Br -2.77992 -2.64388 -3.26879 -0.0735
H 0.05150 -3.28525 -3.56483 0.0953
H 0.20902 -5.02270 -3.23315 0.3604
H -1.59870 -4.24730 -1.80952 0.3332
H -2.38545 -5.09619 -3.15644 0.3878
Br 8.84836 -0.69432 -1.78261 -0.0907
C 8.41711 1.04669 -1.03573 -0.6248
C 7.42687 1.79438 -1.88788 -0.5451
Br 8.26382 2.52021 -3.48359 -0.0962
H 9.35575 1.57874 -0.92603 0.3801
H 7.99387 0.84541 -0.05465 0.3853
H 7.03726 2.65334 -1.34698 0.3575
H 6.60483 1.16935 -2.22210 0.3036
Br 7.79847 -3.75599 -8.30840 -0.0875
C 9.15687 -4.16544 -9.63474 -0.6106
C 10.31175 -3.20254 -9.55001 -0.3720
Br 9.86796 -1.46469 -10.29916 -0.1247
H 8.66568 -4.14911 -10.60123 0.3634
H 9.49165 -5.17597 -9.41375 0.3370
H 11.15292 -3.56790 -10.13405 0.3450
H 10.62553 -3.02506 -8.52640 0.1561
Br -10.10679 0.50142 -4.18899 -0.1224
C -10.80169 -0.70256 -2.83159 -0.5971
C -11.41230 0.04499 -1.67636 -0.5788
Br -10.05064 0.81497 -0.52490 -0.1249
H -9.97484 -1.33221 -2.52142 0.3573
H -11.55494 -1.30621 -3.33199 0.3506
H -11.98272 -0.63209 -1.04526 0.3365
H -12.04733 0.86183 -2.00078 0.3645
```

---

2.
ORCA calculation (ωB97M-V/def2-TZVPD) on 4 unconnected molecules or ions with the total composition C24H38FN6O9 at a distorted geometry.

Summary:
LUMO in eV: -2.8
Charge: +1
HOMO-LUMO gap in eV: 8.1422

Structure (XYZ):
```
78
Properties=species:S:1:pos:R:3:mulliken_charge:R:1
C 6.78377 3.45574 0.21940 -0.8430
C 6.76703 2.01662 -0.54724 -0.3243
O 6.63564 1.00644 0.49593 -0.3003
C 5.41754 0.29196 0.36697 0.1217
O 5.41991 -0.94446 0.09434 -0.5346
C 3.94832 0.95840 0.49326 -0.0409
C 3.36749 0.93344 1.98998 -0.5273
C 1.94041 1.69265 2.14460 -0.7999
C 0.88139 0.84700 1.30599 -0.1136
C -0.17454 -0.19768 1.71005 -0.2291
N -0.76000 -0.56959 0.41169 0.2985
C -1.85593 -1.60476 0.30507 -0.4932
C -3.19329 -1.06673 -0.39299 -0.4135
C -4.16343 -0.25044 0.62650 0.4284
O -3.75419 0.01087 1.79118 -0.5216
N -5.53473 0.14012 0.19497 -0.3479
C -5.51083 1.62373 0.10090 0.2874
C -5.86141 2.54281 1.32070 -0.2205
C -5.78793 4.08632 1.20799 -0.3690
C -5.37289 4.77248 -0.14432 -0.4166
C -5.05824 3.85770 -1.35176 -0.5163
C -5.12247 2.31146 -1.22994 -0.2467
C -0.19554 0.10349 -0.71744 0.1220
C -0.48073 0.00411 -2.28269 -0.5105
C 0.57556 0.80766 -3.19994 0.5343
C 1.38211 -0.15768 -4.23439 -1.0090
F -0.15826 1.83292 -3.93270 -0.3799
N 0.78372 0.97732 -0.13461 0.0315
H 5.99682 3.43249 1.05323 0.2170
H 7.80532 3.48660 0.75878 0.2998
H 6.67931 4.33846 -0.49377 0.2968
H 5.96901 1.96877 -1.36150 0.2817
H 7.79038 1.92054 -1.05033 0.3269
H 3.99878 2.04643 0.10214 0.3583
H 3.29810 0.37707 -0.26603 0.0926
H 3.16418 -0.16728 2.25684 0.3376
H 4.16986 1.37666 2.68556 0.3524
H 1.63492 1.82702 3.24808 0.3640
H 2.04571 2.71154 1.60591 0.3385
H -0.39142 -0.56368 2.77390 0.2895
H -1.50959 -2.53275 -0.29314 0.3888
H -2.12273 -2.00405 1.35055 0.0699
H -3.77813 -2.00551 -0.73481 0.4339
H -2.99793 -0.46366 -1.34699 0.0424
H -5.74172 -0.25322 -0.73494 0.4184
H -6.18275 2.10899 2.32885 0.3232
H -6.02485 4.71265 2.13199 0.3191
H -5.30833 5.91492 -0.20884 0.3299
H -4.74957 4.31329 -2.35477 0.3054
H -4.88186 1.66754 -2.15539 0.2325
H -1.51269 0.43777 -2.49887 0.1998
H -0.40270 -1.11461 -2.55764 0.3469
H 1.37906 1.36399 -2.61372 0.0087
H 1.32048 0.36741 -5.26057 0.2224
H 0.94770 -1.20946 -4.29388 0.3491
H 2.49684 -0.15263 -3.93220 0.2693
H 1.43039 1.65970 -0.54654 0.4992
C -3.24556 -2.07394 5.17288 -0.7872
N -1.83815 -2.25436 4.74376 0.8731
O -1.61883 -3.10056 3.88688 -0.5151
O -1.00070 -1.54105 5.27761 -0.5115
H -3.87270 -2.76833 4.61683 0.3056
H -3.29792 -2.27988 6.24142 0.3166
H -3.52272 -1.04306 4.95425 0.3305
C -1.33045 -6.34920 4.35784 -0.3164
N -2.28213 -7.16820 5.15277 0.8898
O -3.08509 -6.57160 5.85373 -0.5278
O -2.19005 -8.37867 5.04524 -0.5373
H -1.52718 -5.29719 4.55078 -0.0387
H -0.32274 -6.61734 4.67304 0.2813
H -1.49228 -6.58522 3.30672 0.2619
C 4.06820 -0.82909 -7.64838 -0.7474
N 2.99338 0.07592 -7.16318 0.8352
O 1.91435 0.01996 -7.72886 -0.4872
O 3.27081 0.81257 -6.22875 -0.4985
H 3.68138 -1.42114 -8.47577 0.3103
H 4.89962 -0.20579 -7.97530 0.2937
H 4.35770 -1.47074 -6.81685 0.2890
```

---

3.
ORCA calculation (ωB97M-V/def2-TZVPD) on a molecular structure, C38H43FGe3OW at a distorted geometry.

Summary:
Relative energy (zero: lowest compared OMol25 entry of this formula, charge and spin) in kcal/mol: 15.3
LUMO (spin up / spin down) in eV: -4.1 / -5.3
Charge: +1
HOMO-LUMO gap (spin up / spin down) in eV: 6.3985 / 5.5377
2S+1: 4

Structure (XYZ):
```
87
Properties=species:S:1:pos:R:3:mulliken_charge:R:1
W 0.22071 1.18335 -0.05839 -0.1067
C 1.03868 1.76654 4.53837 -0.7327
C 0.99541 0.23316 4.44661 -0.6758
C 0.25278 -0.00251 3.13481 -0.0519
O 0.64348 1.08395 2.27735 0.0454
C 0.62709 2.24570 3.13916 -0.4210
H 2.03257 2.11882 4.80174 0.2946
H 0.33732 2.14062 5.28077 0.3393
H 0.46055 -0.20739 5.28405 0.3988
H 1.99861 -0.18944 4.41232 0.3328
H -0.83296 0.04020 3.30785 0.2944
H 0.50603 -0.94391 2.64060 -0.3062
H -0.38983 2.65772 3.15090 0.2335
H 1.31350 2.98447 2.71911 0.2752
C -3.91777 -3.57730 0.77444 -1.3336
Ge -2.04261 -2.87882 0.72658 1.1501
C -1.07134 -3.81783 -0.73328 -1.0586
C -1.21878 -3.42552 2.45904 -1.1534
Ge -1.56261 -0.45071 0.40244 0.2246
C -2.84542 0.45228 1.70272 0.4389
C -3.91354 -0.23245 2.26650 -0.0983
C -4.83438 0.41528 3.07171 -0.6949
C -4.71282 1.77113 3.32383 -0.5778
C -3.66767 2.47285 2.75071 -1.1232
C -2.74678 1.81430 1.95432 -0.0126
C -2.71915 0.02397 -1.15447 -0.2556
C -2.68236 1.36754 -1.53001 0.5687
C -3.38990 1.82153 -2.62791 -1.2091
C -4.09912 0.92130 -3.40933 -0.6206
C -4.11459 -0.41982 -3.07212 -0.8375
C -3.44765 -0.85709 -1.93915 -0.0466
H -3.85198 -4.66050 0.79418 0.4972
H -4.50550 -3.28408 -0.08765 0.3972
H -4.43949 -3.26615 1.67214 0.4593
H -0.83756 -4.83713 -0.44088 0.4758
H -0.14090 -3.30896 -0.97499 0.1426
H -1.67869 -3.86145 -1.63163 0.4173
H -1.45379 -4.47012 2.63345 0.5028
H -1.62239 -2.84983 3.28609 0.3938
H -0.13883 -3.32002 2.45384 0.1699
H -4.03988 -1.28238 2.05273 -0.1349
H -5.65354 -0.14326 3.49856 0.4538
H -5.42607 2.27373 3.95855 0.3912
H -3.56421 3.53579 2.91560 0.4677
H -1.95948 2.40355 1.51003 0.6527
H -2.08341 2.08333 -0.93704 0.3274
H -3.38423 2.87243 -2.88098 0.4785
H -4.63885 1.26786 -4.27742 0.4148
H -4.64302 -1.12638 -3.69298 0.4555
H -3.48227 -1.90083 -1.65599 0.0268
C 0.01584 0.16806 -1.80199 -0.9765
Ge 1.96295 -0.08652 -1.84874 3.3501
C 2.38043 1.30859 -0.47162 0.0574
C 3.23446 1.17082 0.65185 0.0576
C 3.62100 2.27109 1.37950 -0.4723
C 3.17452 3.55859 1.01713 -0.7319
C 2.38865 3.73876 -0.10326 -0.5980
C 1.96303 2.63618 -0.86137 -0.8185
C 2.80003 -1.75326 -1.13996 0.2987
C 3.87354 -2.37934 -1.75372 -0.8975
C 4.43274 -3.51029 -1.18190 -0.5636
C 3.90594 -4.02368 -0.00857 -0.7822
C 2.82161 -3.41051 0.59923 -0.6685
C 2.27686 -2.27074 0.03813 -0.2828
C 2.48244 0.71571 -3.61155 -0.0142
C 1.43436 1.07584 -4.45144 -0.3166
C 1.68023 1.66292 -5.67631 -0.7408
C 2.98426 1.90107 -6.07251 -0.4832
C 4.03384 1.57022 -5.22984 -0.7475
C 3.78884 0.97902 -4.00027 -0.1897
H -0.57137 -0.40738 -2.51142 0.6416
H 3.61067 0.18385 0.90742 0.5127
H 4.29083 2.16042 2.22028 0.4863
H 3.48225 4.40804 1.60887 0.4108
H 2.11268 4.73769 -0.41343 0.4853
H 1.57025 2.80346 -1.87606 0.4639
H 4.25849 -1.96928 -2.67657 0.4043
H 5.27887 -3.99018 -1.65111 0.4206
H 4.33489 -4.90789 0.43464 0.4084
H 2.40954 -3.82681 1.50483 0.4442
H 1.42220 -1.75660 0.50284 0.3059
H 0.41553 0.88408 -4.13950 0.2976
H 0.84871 1.92677 -6.31207 0.4321
H 3.17530 2.35264 -7.03371 0.4015
H 5.04787 1.77849 -5.53635 0.4090
H 4.61580 0.72311 -3.34905 0.4299
F -0.23140 2.93951 0.61072 -0.7037
```

---

4.
ORCA calculation (ωB97M-V/def2-TZVPD) on a gas-phase ion, C3H6N (charge +1) at a distorted geometry.

Summary:
Relative energy (zero: lowest compared OMol25 entry of this formula, charge and spin) in kcal/mol: 21.8
LUMO (spin up / spin down) in eV: -5.5 / -10.7
Charge: +1
HOMO-LUMO gap (spin up / spin down) in eV: 6.2529 / 6.5997
2S+1: 3

Structure (XYZ):
```
10
Properties=species:S:1:pos:R:3:mulliken_charge:R:1
C -0.14995 1.43313 0.64539 -0.8857
C 0.40338 -1.60311 -1.20318 -0.3193
C -0.31678 -0.02958 0.57357 0.0276
N 0.08188 -0.78936 -0.32892 0.0846
H -1.08173 1.89102 0.97490 0.3482
H -0.27171 -1.84633 -2.01726 0.3437
H 0.59076 1.65564 1.41787 0.3459
H 0.17859 1.86548 -0.29621 0.3111
H -0.81665 -0.50390 1.41924 0.4039
H 1.38219 -2.07298 -1.18541 0.3400
```